ORCA calculation (ωB97M-V/def2-TZVPD) on the molecule C5H8N2.

Each line ends with the natural charge from an NBO analysis.
Cartesian coordinates (Å):
C (-2.086, 0.175, 0.370)  -0.6142
C (-1.009, -0.314, -0.589)  -0.2026
N (0.358, -0.033, -0.158)  -0.3519
C (1.294, -0.931, 0.311)  -0.1123
C (2.471, -0.237, 0.378)  -0.0988
N (2.291, 1.065, -0.022)  -0.4558
C (1.021, 1.141, -0.333)  0.1663
H (-3.079, 0.017, -0.068)  0.2167
H (-2.033, -0.358, 1.322)  0.2137
H (-1.976, 1.248, 0.558)  0.2133
H (-1.169, 0.156, -1.570)  0.2040
H (-1.072, -1.394, -0.738)  0.2082
H (1.037, -1.947, 0.573)  0.2157
H (3.450, -0.610, 0.655)  0.2077
H (0.501, 2.022, -0.689)  0.1900

## Properties
DFT total energy: -304.8288 Ha
ΔE to the lowest compared entry with this formula, charge and spin: 4.2 kcal/mol
HOMO energy: -0.321 Ha
SMILES string: CCn1ccnc1
multiplicity: 1
largest force on an atom: 0.0060 hartree/bohr
Kohn-Sham gap: 9.60 eV
E_LUMO: 0.87 eV